Record 1
Formula: C4H2F2N4
Source: the OMol25 dataset
Level of theory: the ωB97M-V functional and the def2-TZVPD basis

Its total energy is -15563.8101 eV. As for the multiplicity: 3. Its gap between HOMO and LUMO (spin up / spin down) is 7.2 / 6.2 eV. The highest occupied orbital energy (spin up / spin down) is -8.47 / -9.95 eV.

Positions of all 12 atoms, in Å:
C 0.64366 1.84194 0.29264
C -1.52241 -1.13217 0.64683
C -1.83474 -0.15727 -0.09746
C 0.82788 0.81974 -0.64148
N 0.39471 2.69544 1.02271
N -0.19907 -1.79016 0.72339
N 0.83355 -1.36116 0.28793
N 1.23430 -0.38990 -0.34057
F -2.00805 0.71207 -1.02162
F 2.94703 -0.70316 -0.53196
H -2.16204 -1.63800 1.34878
H 0.84520 1.10263 -1.68919

Cartesian forces (eV/Å) of the 6 atoms listed first:
C -0.63 -0.18 0.33
C 2.38 -0.90 0.58
C -2.24 1.19 -0.71
C 1.27 1.06 -1.31
N 0.02 0.38 0.34
N -2.63 -1.68 1.14

---

Record 2
Formula: C9H13NO
Source: the OMol25 dataset
Level of theory: the ωB97M-V functional and the def2-TZVPD basis

Its total energy is -13080.4243 eV. Its SMILES is Cc1ccccc1.CC(N)=O. Its gap between HOMO and LUMO is 9.8 eV. The highest occupied orbital energy is -9.09 eV.

Positions of all 24 atoms, in Å:
C 2.56196 -1.75382 -1.43122
C 1.30151 -1.72338 -0.58191
C 0.09768 -2.05443 -1.19308
C -1.11778 -1.81790 -0.60299
C -1.16410 -1.51789 0.74487
C 0.01582 -1.26505 1.43088
C 1.27496 -1.27935 0.77579
H 2.56058 -0.99204 -2.27241
H 2.73407 -2.63404 -2.10094
H 3.43590 -1.53206 -0.72541
H 0.10850 -2.44068 -2.25788
H -2.03525 -1.87575 -1.26895
H -2.13974 -1.24204 1.25504
H 0.02602 -1.22032 2.46633
H 2.16991 -0.79703 1.16458
C 0.66340 2.58569 -0.07346
C -0.87283 2.66713 0.34416
N -1.90298 2.02407 -0.39009
O -1.09120 3.00118 1.49694
H 1.00481 1.55808 -0.01900
H 1.14616 3.24843 0.71000
H 0.90627 2.87989 -1.07084
H -2.78218 2.24217 -0.38322
H -1.64826 1.58148 -1.22040

Cartesian forces (eV/Å) of the 6 atoms listed first:
C 1.21 0.94 -0.23
C 0.16 0.22 0.37
C 0.34 -0.38 -1.86
C -1.54 -0.33 -0.90
C -1.29 1.33 0.80
C 1.42 -0.82 -1.77

---

Record 3
Formula: C30H70MnN9O10
Source: the OMol25 dataset
Level of theory: the ωB97M-V functional and the def2-TZVPD basis

As for the total charge: +1. Its total energy is -97442.1529 eV. As for the multiplicity: 6. Its gap between HOMO and LUMO (spin up / spin down) is 5.3 / 5.3 eV. The highest occupied orbital energy (spin up / spin down) is -10.07 / -10.07 eV.

Positions of all 120 atoms, in Å:
Mn -1.54714 4.00980 0.53511
C -0.03522 0.59951 -1.23077
C -0.74471 0.79763 0.09019
C 0.27363 0.72346 1.26137
O -1.38481 2.01478 0.12352
H 0.81682 1.23428 -1.47406
H -0.68717 0.65451 -2.10257
H 0.33071 -0.42681 -1.20112
H -1.47524 -0.00381 0.20028
H 1.19239 1.30844 1.30365
H 0.59516 -0.31701 1.30765
H -0.23930 0.91397 2.20409
C 1.47630 -5.11387 -3.06636
O 0.52836 -5.80563 -2.64680
N 1.56451 -3.74784 -3.04071
C 2.76749 -3.13457 -3.49032
C 0.38577 -2.92402 -2.84447
H 2.31810 -5.60262 -3.58086
H 2.92512 -2.38735 -2.71255
H 2.75665 -2.60741 -4.44430
H 3.57860 -3.86024 -3.55032
H 0.43666 -1.97602 -3.38001
H -0.52443 -3.41040 -3.19529
H 0.15581 -2.75688 -1.79219
C -2.93890 -1.63639 3.03515
O -3.02088 -2.86550 2.87537
N -3.86218 -0.89792 3.66321
C -5.01334 -1.39259 4.39141
C -3.52051 0.47997 3.99528
H -2.12156 -1.01164 2.64294
H -5.65909 -0.62824 4.82370
H -4.53597 -1.90271 5.22806
H -5.57224 -2.08742 3.76456
H -2.66296 0.90650 3.47493
H -4.27895 1.16818 3.62211
H -3.34388 0.63554 5.05957
C -1.06383 4.14899 -2.73553
O -1.36680 4.41726 -1.55193
N -1.90248 4.27415 -3.75619
C -1.42453 4.01513 -5.10665
C -3.31945 4.62601 -3.65551
H -0.01981 3.87597 -2.95384
H -1.78566 4.84054 -5.72016
H -1.84839 3.08036 -5.47359
H -0.34815 3.93015 -5.25592
H -3.65161 5.00082 -2.68738
H -3.47893 5.38255 -4.42383
H -3.88884 3.70002 -3.73588
C 5.18691 0.05601 -4.36874
O 5.62668 -0.35837 -3.25872
N 4.36059 1.14286 -4.54647
C 3.59952 1.27241 -5.84270
C 3.86315 1.81547 -3.32911
H 5.40128 -0.47685 -5.30805
H 3.55744 2.29631 -6.21411
H 2.67174 0.70069 -5.82170
H 4.11568 0.86557 -6.71228
H 2.92382 1.37136 -2.99965
H 4.63162 1.77004 -2.55744
H 3.66036 2.86644 -3.53510
C 1.57764 4.18677 -0.05353
O 0.53951 4.56608 0.53392
N 2.41074 5.02936 -0.73593
C 3.71622 4.56068 -1.21001
C 2.12181 6.40771 -0.97216
H 1.75866 3.10109 -0.08033
H 3.74917 3.48127 -1.06215
H 4.47837 5.07565 -0.62517
H 3.93063 4.82957 -2.24434
H 1.33843 6.98685 -0.48328
H 3.09793 6.89264 -0.98378
H 1.82782 6.38627 -2.02154
C 0.71168 -0.15265 7.90426
O 0.36297 -0.60952 8.98835
N -0.20050 0.13943 6.95257
C 0.43201 0.25808 5.58970
C -1.63364 -0.16747 7.05836
H 1.75166 -0.02471 7.56626
H -0.23799 0.77862 4.90543
H 0.56980 -0.67873 5.04981
H 1.36851 0.80985 5.67100
H -2.15341 0.73997 6.75095
H -1.97074 -1.05154 6.51718
H -1.86814 -0.31443 8.11264
C 5.47310 -1.84520 -0.66832
O 6.16866 -2.86688 -0.50889
N 4.13696 -1.81552 -0.42670
C 3.43331 -0.55476 -0.56638
C 3.47131 -2.92842 0.05490
H 5.95990 -0.90583 -0.97293
H 4.02388 0.35984 -0.51320
H 2.66385 -0.37862 0.18529
H 2.95237 -0.57456 -1.54434
H 3.96210 -3.86524 -0.20888
H 3.29144 -2.89253 1.12935
H 2.45839 -2.90672 -0.34716
C -0.76765 -5.35950 2.93694
O -1.13072 -6.48692 2.88811
N 0.11578 -4.86166 2.05502
C 0.29126 -3.39846 1.91045
C 0.73154 -5.81207 1.07892
H -1.00415 -4.60665 3.70473
H -0.48889 -2.97843 2.54532
H 0.21327 -3.12516 0.85817
H 1.28016 -3.06431 2.22434
H 0.36504 -5.39510 0.14089
H 1.80828 -5.65290 1.02054
H 0.48125 -6.86737 1.18759
C -6.89901 -0.83674 -1.11844
O -8.03448 -1.14081 -1.10247
N -6.15987 -0.41221 -0.02476
C -4.70990 -0.20991 -0.04417
C -6.67998 -0.45111 1.36733
H -6.25888 -0.95885 -2.00587
H -4.33045 0.42609 -0.84393
H -4.17957 -1.16200 -0.02492
H -4.29444 0.23657 0.85923
H -6.35828 -1.31304 1.95187
H -6.33092 0.33106 2.04147
H -7.76769 -0.52048 1.35371

Cartesian forces (eV/Å) of the 6 atoms listed first:
Mn 1.86 -2.83 -1.86
C 0.05 -1.06 -0.59
C 1.47 1.55 0.64
C -0.67 -1.42 0.24
O -1.32 3.03 0.53
H 0.11 0.34 0.54

---

Record 4
Formula: C2H6N2O2S
Source: the OMol25 dataset
Level of theory: the ωB97M-V functional and the def2-TZVPD basis

Its total energy is -20078.7533 eV. Its gap between HOMO and LUMO is 8.9 eV. The highest occupied orbital energy is -8.64 eV.

Positions of all 13 atoms, in Å:
C 0.02755 0.56921 -0.12150
C 0.80752 0.21821 0.99206
N 0.42043 0.90567 -1.27678
N 2.17131 -0.14293 0.55079
O -2.25957 -1.22540 0.91464
O -2.59042 -0.10229 -1.36927
S -2.19417 0.10200 0.33089
H 0.34056 -0.59540 1.56430
H 0.70714 0.99974 1.63222
H -0.15129 1.13681 -2.06010
H -1.87707 -0.74263 -1.63944
H 2.14976 -0.08444 -0.41471
H 2.44825 -1.03855 0.89690

Cartesian forces (eV/Å) of the 6 atoms listed first:
C -3.50 0.28 -4.51
C 1.78 -3.60 0.08
N 0.34 -0.67 2.81
N -0.60 1.00 2.66
O 0.51 -0.30 0.39
O 1.82 -0.33 1.81

---

Record 5
Formula: C10H27N3O4
Source: the OMol25 dataset
Level of theory: the ωB97M-V functional and the def2-TZVPD basis

Its total energy is -23466.9848 eV. Its SMILES is CC1(C)CCCC(C)(C)N1O.NC(N)=O.O.O. Its gap between HOMO and LUMO is 8.6 eV. The highest occupied orbital energy is -8.22 eV.

Positions of all 44 atoms, in Å:
C 2.28717 -1.30880 -1.83210
C 1.07928 -0.46446 -1.49736
C 1.45651 0.94979 -1.85387
C -0.10573 -0.84422 -2.37504
C -0.85004 -2.14364 -1.97931
C -1.35028 -2.09218 -0.58299
C -0.23660 -1.67332 0.47476
C -0.91506 -1.04139 1.71340
C 0.56376 -2.92687 0.73895
N 0.58475 -0.60363 -0.09008
O 1.54410 -0.11326 0.79874
H 2.48079 -2.22349 -1.27178
H 2.41346 -1.66540 -2.85435
H 3.28432 -0.87396 -1.76351
H 0.71459 1.73821 -1.72723
H 2.28443 1.26442 -1.21853
H 1.77597 0.89160 -2.89438
H -0.78442 0.00016 -2.49554
H 0.30443 -0.92201 -3.38193
H -1.71832 -2.21359 -2.63453
H -0.19769 -2.99113 -2.18979
H -1.69403 -3.08216 -0.28320
H -2.20745 -1.41901 -0.59663
H -0.17932 -0.59911 2.38510
H -1.33338 -1.83558 2.33176
H -1.83029 -0.46758 1.56786
H 0.73006 -3.52889 -0.15437
H 0.07826 -3.56055 1.48113
H 1.58214 -2.67186 1.03214
H 0.98156 0.58520 1.14122
N 1.17803 4.60495 3.21666
C 0.64250 3.58200 2.67139
N 0.46539 3.67089 1.39810
O 0.29049 2.63711 3.37323
H 1.33928 4.34834 4.18012
H 1.15463 5.51152 2.77204
H 0.04303 2.92397 0.86535
H 0.92699 4.38134 0.84828
O -1.32908 1.41940 -0.27598
H -2.10194 1.15662 0.22388
H -0.83252 0.60956 -0.39352
O -3.79951 0.44127 0.35275
H -4.37842 0.17108 -0.36006
H -4.34167 0.37854 1.13911

Cartesian forces (eV/Å) of the 6 atoms listed first:
C 2.18 -1.65 -0.25
C -1.13 -0.97 0.76
C 0.56 0.77 0.57
C -0.22 -0.49 -0.77
C 0.77 0.86 -1.34
C 0.51 0.40 1.26

---

Record 6
Formula: H33O17
Source: the OMol25 dataset
Level of theory: the ωB97M-V functional and the def2-TZVPD basis

As for the total charge: -1. Its total energy is -35344.3678 eV. Its gap between HOMO and LUMO is 8.4 eV. The highest occupied orbital energy is -6.58 eV.

Positions of all 50 atoms, in Å:
O 2.57093 4.04646 -4.48090
H 2.79945 3.55178 -3.66891
H 2.32812 4.76846 -3.87053
O 1.94963 1.27542 0.35981
H 3.00832 -0.78404 -0.56724
H 1.69007 1.55482 1.25060
O -3.58137 -3.82969 -3.83460
H -4.30736 -3.69022 -3.22239
H -2.87364 -4.20537 -3.27628
O -2.98040 3.60868 -0.68274
H -3.23076 3.61307 0.25168
H -2.62963 2.70339 -0.71240
O -0.32201 1.95611 -2.66263
H 0.85176 -3.84861 2.89718
O -0.80197 1.06687 -0.42701
H 0.14540 -1.26539 -2.23791
H -0.60390 -0.08325 0.50008
O 2.12417 2.09956 4.90775
H -2.06944 0.60679 5.45088
H 1.35721 2.20171 5.47880
O 0.77694 -2.18166 2.94970
H 1.03020 -2.53220 2.08660
H -0.26256 1.34770 -1.81527
O -2.58798 0.61352 4.63131
H 1.87136 1.39337 4.29279
H 1.07916 1.04440 -0.04254
O 3.87141 -0.34951 -0.55676
H 3.58283 0.56009 -0.69758
H -1.92339 0.98875 4.02305
O -0.08328 4.41402 2.25460
H -0.19296 4.81732 1.38969
H -0.10229 -4.91446 2.63571
O 0.85610 -4.79374 2.60775
H -0.74216 -4.53618 -2.21348
H -1.10835 -1.56594 0.94192
O -1.45469 1.85818 2.36547
H -0.84544 1.11199 2.48426
H -1.22529 2.24312 -2.83313
O 1.94796 -1.88308 -4.73699
H 1.39630 -1.42534 -5.36839
H 1.39487 -2.40739 -4.14095
O 0.90293 -1.85997 -2.18872
H -2.13855 1.44706 1.81776
H 1.06694 -1.27335 2.93063
O -0.39565 -0.93074 1.08100
H -0.53416 3.56303 2.16053
H 1.61937 -1.28457 -1.87325
O -0.89076 -5.04777 -3.02480
H -1.56194 -5.66327 -2.69125
H -0.77148 1.90008 0.07712

Cartesian forces (eV/Å) of the 6 atoms listed first:
O 0.19 0.50 2.31
H 0.25 -1.34 -1.04
H -0.49 0.82 -1.31
O -0.72 0.10 0.31
H 0.36 -0.13 0.40
H 0.30 0.05 -0.35